One molecule with the formula C4H7ClS at a distorted geometry, computed with ωB97M-V with the def2-TZVPD basis set.

## Properties
Structure (SMILES)   C=C[C@@H](S)CCl
LUMO   0.789 eV
Highest occupied orbital energy   -9.51 eV
Molar mass   122.62 g mol⁻¹
Max |F|   3.4 eV/Å
Total charge   0
Kohn-Sham gap   10.30 eV
Energy above the lowest of the compared OMol25 structures with the same formula, charge and spin   76.8 kJ/mol

Positions of all 13 atoms, in Å:
C  0.245  -0.420  -0.189
C  -0.793  -1.285  0.451
C  0.185  1.030  0.508
C  0.041  2.118  -0.249
H  1.706  -1.754  -1.283
H  -0.031  -0.075  -1.231
H  -0.838  -1.124  1.565
H  -0.631  -2.340  0.255
H  0.516  1.031  1.573
H  -0.106  1.927  -1.309
H  0.277  3.053  0.148
S  1.829  -1.296  -0.071
Cl  -2.400  -0.865  -0.168

Atom charges from the Löwdin analysis, given in e for atoms 1 to 2: number 1, C, carries -0.77; number 2, C, carries -0.68